Record 1
Density functional theory data (the ωB97M-V functional and the def2-TZVPD basis) for a molecular structure, C20H14BrF3N3O6SSe4Ta.

Summary:
- net charge = 0
- LUMO (Ha) = -0.0221
- HOMO (Ha) = -0.2742
- orbital gap (eV) = 6.8595

```
53
Properties=species:S:1:pos:R:3:nbo_charge:R:1
Ta -0.899 0.181 2.166 1.627
C 5.565 2.900 -1.560 -0.634
C 4.174 2.842 -0.993 0.021
C 3.115 3.460 -1.656 -0.215
C 1.828 3.399 -1.154 -0.193
C 1.595 2.695 0.024 -0.312
C 2.633 2.079 0.708 -0.161
C 3.916 2.164 0.195 -0.212
S -0.058 2.593 0.614 2.338
O -0.743 3.765 0.178 -0.894
O -0.018 2.304 2.069 -0.948
N -0.715 1.209 0.171 -0.988
C -0.358 0.653 -1.033 0.467
C -0.685 1.244 -2.252 -0.245
C -0.246 0.673 -3.421 -0.109
C 0.502 -0.500 -3.367 -0.265
C 0.777 -1.058 -2.146 0.093
N 0.369 -0.484 -0.998 -0.349
H 5.770 3.876 -1.999 0.223
H 5.688 2.153 -2.346 0.228
H 6.313 2.701 -0.794 0.222
H 3.306 4.011 -2.570 0.217
H 1.012 3.904 -1.652 0.240
H 2.437 1.542 1.623 0.255
H 4.732 1.694 0.729 0.220
H -1.303 2.130 -2.226 0.257
H -0.493 1.121 -4.374 0.231
H 0.856 -0.989 -4.262 0.237
H 1.333 -1.975 -2.066 0.238
Se -2.132 1.439 4.093 -0.092
Se 0.072 1.023 4.643 0.162
Se -0.060 -1.094 5.624 -0.002
Se -0.862 -2.001 3.612 -0.136
Br -4.438 -4.198 3.991 0.059
C -4.395 -3.586 2.194 0.158
C -4.865 -4.425 1.190 -0.262
C -4.824 -3.947 -0.106 -0.163
C -4.320 -2.677 -0.344 -0.210
C -3.871 -1.940 0.738 0.089
N -3.911 -2.386 1.993 -0.406
C -3.277 -0.574 0.495 0.798
O -3.282 -0.070 -0.600 -0.589
O -2.771 0.001 1.581 -0.767
H -5.246 -5.407 1.427 0.235
H -5.182 -4.561 -0.923 0.222
H -4.263 -2.252 -1.336 0.242
F 0.845 -3.343 -0.405 -0.321
C 1.406 -2.405 0.378 0.926
F 1.626 -2.942 1.567 -0.286
F 2.596 -2.075 -0.159 -0.326
C 0.499 -1.159 0.528 0.641
O 1.022 -0.276 1.378 -0.790
O -0.771 -1.428 0.833 -0.770
```

***

Record 2
Density functional theory data (the ωB97M-V functional and the def2-TZVPD basis) for a molecular structure, C20H14ClCoO7P at a distorted geometry.

Summary:
- net charge = 0
- LUMO (spin up / spin down) (Ha) = -0.0266 / -0.0045
- HOMO (spin up / spin down) (Ha) = -0.3481 / -0.3448
- 2S+1 = 2
- orbital gap (spin up / spin down) (eV) = 8.7488 / 9.2620

```
44
Properties=species:S:1:pos:R:3:lowdin_spin:R:1
Co 0.075 -2.562 -0.223 1.024
O 3.952 -2.388 -0.314 0.004
C 2.902 -1.802 -0.450 0.002
O 1.805 -2.389 -0.852 -0.015
C 2.863 -0.299 -0.239 0.000
C 4.093 0.354 -0.196 0.000
C 4.163 1.729 -0.066 0.000
C 2.997 2.478 0.033 0.000
C 1.771 1.839 0.009 -0.001
C 1.694 0.452 -0.125 -0.003
P 0.050 -0.308 -0.127 -0.032
C -0.739 0.325 -1.634 -0.001
C -1.378 1.561 -1.707 -0.001
C -1.895 2.006 -2.913 0.000
C -1.773 1.227 -4.055 0.000
C -1.127 0.001 -3.993 0.000
C -0.613 -0.448 -2.787 0.004
C -0.800 0.412 1.294 -0.004
C -0.082 0.637 2.468 -0.003
C -0.730 1.101 3.600 0.000
C -2.097 1.343 3.569 -0.003
C -2.818 1.104 2.409 0.000
C -2.176 0.628 1.277 -0.003
H 4.985 -0.251 -0.273 0.000
H 5.127 2.220 -0.043 0.000
H 3.044 3.554 0.135 0.000
H 0.863 2.422 0.110 0.000
H -1.477 2.177 -0.822 0.000
H -2.395 2.965 -2.961 0.000
H -2.179 1.577 -4.995 0.000
H -1.024 -0.606 -4.882 0.000
H -0.093 -1.399 -2.748 0.004
H 0.984 0.449 2.498 0.000
H -0.168 1.269 4.509 0.000
H -2.602 1.705 4.455 0.000
H -3.887 1.270 2.389 0.000
H -2.752 0.403 0.389 0.000
O -2.129 -4.306 1.683 0.001
Cl -1.786 -2.926 1.686 0.001
O -2.528 -2.180 2.628 0.004
O -1.964 -2.390 0.300 -0.004
O -0.342 -2.764 1.912 0.032
O 0.109 -5.652 -0.516 -0.003
C 0.076 -4.538 -0.433 -0.002
```

***

Record 3
Density functional theory data (the ωB97M-V functional and the def2-TZVPD basis) for a molecular structure, C20H14GaN4OSe2Te2.

Summary:
- net charge = +1
- LUMO (Ha) = -0.1476
- HOMO (Ha) = -0.3805
- orbital gap (eV) = 6.3380

```
44
Properties=species:S:1:pos:R:3:nbo_charge:R:1
Ga -0.246 0.581 0.154 1.155
C 10.197 -0.275 8.889 -0.258
O 8.806 -0.243 9.174 -0.472
C 7.947 -0.157 8.144 0.343
C 8.325 -0.098 6.805 -0.329
C 7.350 -0.010 5.824 -0.093
C 5.999 0.022 6.150 -0.184
C 5.633 -0.036 7.500 -0.129
C 6.589 -0.125 8.482 -0.249
C 4.954 0.115 5.140 0.422
N 3.662 0.177 5.390 -0.459
C 3.058 0.250 4.174 0.094
C 3.991 0.234 3.152 0.147
N 5.201 0.149 3.790 -0.523
C 3.643 0.297 1.774 -0.088
C 4.518 0.289 0.673 -0.113
C 4.014 0.359 -0.603 -0.225
C 2.633 0.437 -0.793 0.094
N 1.797 0.444 0.232 -0.554
C 2.269 0.380 1.495 0.235
C 1.288 0.405 2.548 0.133
N -0.004 0.495 2.168 -0.554
C -0.962 0.522 3.082 0.105
C -0.672 0.456 4.445 -0.229
C 0.638 0.363 4.855 -0.107
C 1.659 0.338 3.893 0.020
H 10.696 -0.344 9.850 0.213
H 10.516 0.638 8.380 0.182
H 10.454 -1.146 8.283 0.182
H 9.365 -0.119 6.517 0.230
H 7.682 0.037 4.793 0.185
H 4.584 -0.011 7.760 0.238
H 6.318 -0.171 9.527 0.238
H 6.110 0.113 3.365 0.426
H 5.588 0.230 0.826 0.231
H 4.667 0.358 -1.463 0.250
H 2.195 0.500 -1.781 0.234
H -1.979 0.599 2.717 0.235
H -1.483 0.480 5.158 0.250
H 0.901 0.312 5.903 0.256
Se -1.231 -1.311 -0.769 -0.447
Te -3.477 -0.108 -0.726 0.184
Te -2.623 2.002 -2.121 0.206
Se -0.918 2.752 -0.389 -0.472
```

***

Record 4
Density functional theory data (the ωB97M-V functional and the def2-TZVPD basis) for a molecular structure, C20H14NO5S3Ti.

Summary:
- net charge = +2
- LUMO (spin up / spin down) (Ha) = -0.2891 / -0.2912
- HOMO (spin up / spin down) (Ha) = -0.5030 / -0.5030
- 2S+1 = 2
- orbital gap (spin up / spin down) (eV) = 5.8187 / 5.7649

```
44
Properties=species:S:1:pos:R:3:lowdin_spin:R:1
Ti -0.499 -0.133 -1.027 0.941
O -4.647 -0.069 -0.404 0.004
C -3.410 0.143 -0.713 0.005
O -2.573 -0.736 -0.927 -0.002
C -2.999 1.567 -0.863 0.009
C -3.782 2.704 -0.779 -0.002
C -3.176 3.922 -1.066 0.011
C -1.842 3.964 -1.457 -0.002
C -1.138 2.775 -1.519 0.008
N -1.720 1.622 -1.207 -0.004
C 0.245 2.506 -2.021 0.002
O 1.066 3.447 -2.369 0.000
O 0.593 1.331 -2.133 0.009
H -4.849 -1.021 -0.335 0.000
H -4.828 2.640 -0.510 0.000
H -3.750 4.837 -1.012 0.001
H -1.393 4.915 -1.717 0.000
H 0.729 4.348 -2.243 0.000
O -0.144 0.104 0.734 -0.003
C 0.907 -0.886 0.933 0.012
C 2.001 -0.509 -0.049 0.002
C 2.587 -1.222 -1.068 0.002
C 3.605 -0.492 -1.739 0.000
C 3.789 0.741 -1.198 -0.001
S 2.750 1.038 0.123 0.000
C 0.235 -2.200 0.538 -0.001
C -0.177 -2.615 -0.721 0.005
C -0.963 -3.805 -0.679 0.000
C -1.105 -4.262 0.588 -0.001
S -0.351 -3.244 1.737 0.001
C 1.370 -0.867 2.358 0.001
C 2.540 -1.354 2.851 0.000
C 2.628 -1.222 4.264 0.000
C 1.521 -0.638 4.795 0.000
S 0.360 -0.255 3.603 0.000
H 2.356 -2.253 -1.294 0.000
H 4.183 -0.877 -2.566 0.000
H 4.501 1.493 -1.502 0.000
H 0.193 -2.237 -1.674 0.005
H -1.338 -4.317 -1.553 0.000
H -1.604 -5.163 0.911 0.000
H 3.319 -1.782 2.231 0.000
H 3.479 -1.535 4.851 0.000
H 1.330 -0.402 5.830 0.000
```

***

Record 5
Density functional theory data (the ωB97M-V functional and the def2-TZVPD basis) for a molecular structure, C20H15Br2Cl2MnN7O3S2 at a distorted geometry.

Summary:
- net charge = +2
- LUMO (spin up / spin down) (Ha) = -0.2493 / -0.3235
- HOMO (spin up / spin down) (Ha) = -0.5281 / -0.5447
- 2S+1 = 4
- orbital gap (spin up / spin down) (eV) = 7.5871 / 6.0205

```
52
Properties=species:S:1:pos:R:3:lowdin_spin:R:1
Mn 0.718 -0.067 0.295 1.987
N 0.644 -0.734 4.381 0.004
C -0.082 -0.666 3.262 0.004
N 0.731 -0.354 2.276 -0.016
C 1.965 -0.262 2.859 0.002
N 1.938 -0.483 4.144 0.001
C 3.104 -0.058 1.980 0.002
C 4.431 -0.055 2.396 -0.001
N 5.420 -0.035 1.518 0.004
C 5.110 -0.023 0.232 -0.001
C 3.787 0.025 -0.196 0.002
N 2.782 0.021 0.675 -0.016
H 0.346 -0.967 5.316 0.000
H -1.139 -0.861 3.174 0.000
H 4.682 -0.076 3.449 0.000
H 5.923 -0.054 -0.482 0.000
H 3.552 0.051 -1.247 0.000
Br -4.168 -0.844 0.390 0.045
C -3.062 -0.635 -1.107 0.148
C -3.548 -0.765 -2.391 0.007
C -2.716 -0.559 -3.487 0.225
Br -3.441 -0.733 -5.200 0.112
C -1.332 -0.217 -3.330 0.016
C -0.433 0.051 -4.375 0.029
C 0.860 0.391 -4.062 0.004
C 1.257 0.441 -2.727 0.011
N 0.442 0.169 -1.723 0.003
C -0.838 -0.139 -2.024 0.050
C -1.692 -0.342 -0.879 0.137
O -1.169 -0.219 0.270 0.181
H -4.586 -1.025 -2.549 -0.003
H -0.764 0.003 -5.403 0.002
H 1.584 0.610 -4.833 0.000
H 2.270 0.721 -2.483 0.000
S 0.588 2.349 0.636 0.009
C -1.079 2.639 0.920 0.001
N -1.597 2.714 2.122 -0.005
C -3.036 2.948 2.239 0.000
C -3.504 3.472 0.881 0.000
S -2.205 3.000 -0.322 -0.001
H -1.022 2.569 2.939 0.000
H -3.230 3.673 3.027 0.000
H -3.530 2.010 2.496 0.000
H -3.586 4.556 0.856 0.000
H -4.447 3.031 0.570 0.000
Cl -1.182 -4.385 -1.048 0.000
C 0.517 -4.213 -0.557 -0.002
Cl 0.725 -4.599 1.149 0.002
C 0.904 -2.757 -0.910 0.006
O 1.065 -2.459 -2.076 0.015
O 0.939 -1.951 0.107 0.038
H 1.105 -4.904 -1.149 0.000
```

***

| no. | energy (a.u.) |
| --- | --- |
| 1 | -14321.01896 |
| 2 | -3481.31204 |
| 3 | -8328.49172 |
| 4 | -3245.06720 |
| 5 | -9395.50832 |